{
  "formula": "C63H48CaN5O5",
  "method": "the ωB97M-V functional and the def2-TZVPD basis",
  "e_homo_ev": [-4.00, -4.00],
  "total_charge": -1,
  "e_above_lowest_kj_mol": 0.0,
  "homo_lumo_gap_ev": [5.66, 5.66],
  "elements": ["Ca", "C", "O", "C", "C", "C", "C", "C", "C", "C", "C", "C", "C", "C", "N", "C", "C", "C", "C", "C", "C", "C", "C", "C", "C", "O", "C", "C", "C", "C", "N", "C", "C", "C", "C", "C", "C", "O", "C", "C", "C", "C", "C", "C", "C", "N", "C", "C", "N", "C", "C", "C", "C", "O", "C", "C", "C", "H", "H", "H", "H", "H", "H", "H", "H", "H", "H", "H", "H", "H", "H", "H", "H", "H", "H", "H", "H", "H", "H", "H", "H", "H", "H", "H", "H", "H", "H", "H", "H", "H", "H", "H", "H", "C", "C", "C", "C", "C", "C", "C", "C", "C", "C", "C", "C", "C", "C", "C", "N", "H", "H", "H", "H", "H", "H", "H", "H", "H", "H", "O", "H", "H"],
  "positions_angstrom": [[0.5035, -0.7935, -0.0232], [6.3434, 7.1344, -1.9706], [4.9833, 7.1534, -1.6368], [4.3736, 5.9426, -1.3615], [3.0756, 5.9959, -0.8801], [2.3980, 4.8230, -0.6063], [2.9794, 3.5736, -0.7806], [4.2923, 3.5333, -1.2310], [4.9780, 4.7110, -1.5469], [2.1312, 2.3802, -0.4810], [2.1032, 1.9221, 0.8503], [2.8501, 2.5072, 1.9505], [2.3938, 1.9239, 3.0888], [1.3814, 0.9577, 2.6905], [1.2482, 0.9857, 1.3311], [0.6606, 0.1719, 3.5771], [-0.3125, -0.7783, 3.2288], [-1.0110, -1.5965, 4.1957], [-1.8569, -2.3873, 3.4805], [-1.6910, -2.0189, 2.0812], [-2.4746, -2.5519, 1.0419], [-3.3577, -3.7277, 1.3562], [-4.7322, -3.6074, 1.4572], [-5.5740, -4.6744, 1.7389], [-5.0153, -5.9303, 1.9239], [-5.7677, -7.0312, 2.2576], [-7.1753, -6.8498, 2.2529], [-3.6452, -6.0934, 1.8328], [-2.8213, -5.0012, 1.5646], [-2.5048, -2.0319, -0.2580], [-1.7523, -0.9705, -0.6848], [-2.1479, -0.6877, -1.9369], [-1.7253, 0.4473, -2.6896], [-2.7080, 0.9268, -3.7274], [-2.5382, 1.0677, -5.1140], [-3.5597, 1.5856, -5.9205], [-4.7530, 2.0266, -5.3511], [-5.6914, 2.5468, -6.1853], [-6.9196, 2.9741, -5.5832], [-4.9322, 1.8978, -3.9843], [-3.9401, 1.3258, -3.2240], [-0.5889, 1.2131, -2.4327], [-0.0708, 2.2246, -3.3097], [1.0490, 2.7233, -2.7361], [1.2113, 2.0069, -1.4787], [0.2188, 1.0949, -1.3422], [-3.1525, -1.6210, -2.3565], [-3.3630, -2.4638, -1.3231], [-0.7520, -1.0379, 1.9824], [0.8143, 0.4668, 5.0450], [-0.1841, 1.1553, 5.7197], [-0.1172, 1.4571, 7.0688], [1.0112, 1.1060, 7.7974], [1.1798, 1.3525, 9.1401], [0.1591, 2.1191, 9.7457], [2.0246, 0.3921, 7.1596], [1.9281, 0.0833, 5.7984], [6.5483, 6.6334, -2.9247], [6.9454, 6.6366, -1.1986], [6.6660, 8.1646, -2.0663], [2.6075, 6.9617, -0.7557], [1.3691, 4.8701, -0.3036], [4.7836, 2.5854, -1.3343], [6.0042, 4.6499, -1.9085], [3.5587, 3.3233, 1.8546], [2.7131, 2.1425, 4.0984], [-0.9056, -1.5200, 5.2660], [-2.5620, -3.1084, 3.8737], [-5.1581, -2.6198, 1.3437], [-6.6307, -4.5003, 1.8577], [-7.6203, -7.8381, 2.3834], [-7.5427, -6.4276, 1.2887], [-7.4816, -6.1639, 3.0563], [-3.2178, -7.0876, 1.9595], [-1.7404, -5.1559, 1.5446], [-1.6265, 0.7234, -5.6024], [-3.4173, 1.6881, -6.9848], [-6.7377, 3.7315, -4.8248], [-7.4277, 2.1327, -5.1316], [-7.5240, 3.3747, -6.3726], [-5.8652, 2.2058, -3.5281], [-4.1059, 1.2458, -2.1460], [-0.5562, 2.5445, -4.2304], [1.6878, 3.4858, -3.1275], [-3.6614, -1.6273, -3.3088], [-4.0718, -3.3045, -1.3092], [-1.0766, 1.4252, 5.1665], [-0.9800, 1.9429, 7.5114], [0.0100, 3.0848, 9.2501], [0.4904, 2.3215, 10.7620], [-0.7814, 1.5570, 9.8032], [2.8976, 0.0739, 7.7197], [2.7353, -0.4959, 5.3364], [3.4531, -4.2808, 1.8410], [4.5549, -4.1407, 0.9961], [4.5363, -3.2404, -0.0744], [3.3875, -2.4746, -0.2810], [2.2621, -2.5687, 0.5555], [2.3579, -3.4555, 1.6399], [3.3365, -1.5536, -1.4905], [4.4902, -0.7801, -1.8449], [4.4500, 0.0550, -2.9256], [3.2969, 0.0425, -3.7680], [3.2591, 0.7208, -5.0127], [2.2322, 0.4992, -5.8887], [1.1478, -0.3319, -5.5019], [1.1243, -0.9165, -4.2627], [2.2330, -0.7827, -3.3813], [2.2398, -1.4855, -2.2216], [3.4841, -4.9999, 2.6588], [5.4256, -4.7574, 1.1767], [5.3788, -3.1680, -0.7592], [1.5428, -3.5363, 2.3329], [5.3492, -0.7956, -1.2050], [5.2843, 0.6817, -3.1940], [4.1043, 1.3627, -5.2503], [2.2391, 0.9709, -6.8481], [0.3281, -0.4842, -6.2042], [0.2977, -1.5297, -3.9236], [0.0375, -3.8298, -2.1054], [-0.5378, -3.4361, -1.4308], [0.9226, -3.4957, -1.8463]],
  "forces_ev_per_angstrom": [[0.1765, -0.2868, 0.3646], [0.4608, -0.3091, -0.0679], [-0.4790, -0.3315, 0.1394], [0.3761, 0.2682, -0.1619], [-0.1352, 0.0568, -0.0446], [0.0987, 0.4265, -0.2851], [0.2140, -0.0930, 0.0361], [-0.2903, 0.4291, 0.0484], [0.4943, -0.2713, 0.0517], [-0.0447, -0.2162, 0.0246], [-0.3209, -0.0636, 0.1695], [-0.0458, 0.1884, 0.1819], [0.2310, 0.2952, -0.2653], [0.4698, 0.3340, -0.3751], [0.2827, -0.1213, 0.1417], [-0.0444, 0.2202, 0.4188], [-0.2976, 0.0085, 0.1713], [-0.3204, -0.1237, -0.2950], [0.0732, 0.1118, 0.1102], [-0.1600, -0.2053, 0.6405], [0.1491, -0.0351, 0.1173], [0.3330, -0.1340, 0.0328], [-0.1835, 0.5150, -0.0454], [0.3072, 0.0935, 0.0421], [-0.5770, -0.0491, 0.2518], [-0.1334, 0.0483, -0.2982], [-0.0635, 0.2271, -0.4239], [0.6575, -0.0519, -0.1314], [0.0518, -0.3212, 0.1345], [0.2498, -0.0528, 0.0512], [0.0292, -0.3200, 0.1482], [-0.0600, 0.8084, -0.1466], [-0.0707, -0.3657, -0.4143], [0.0626, -0.0363, -0.2395], [-0.2352, -0.1969, -0.1173], [0.4322, 0.0273, 0.5076], [0.2818, -0.2221, -0.0169], [-0.6068, 0.3551, -0.1011], [0.9313, -0.3216, -0.0924], [-0.5548, -0.0356, -0.2690], [0.1621, 0.1781, 1.0377], [-0.1337, -0.3814, 0.1958], [-0.2058, 0.8167, -0.4598], [-0.2887, -0.5157, -0.1208], [-0.0779, 0.3850, 0.1699], [0.2008, 0.0113, -0.4018], [-0.4501, 0.1443, -0.4852], [-0.7711, -0.9032, -0.0406], [0.0026, -0.4019, -0.1344], [0.4291, -0.1180, 0.0664], [-0.2550, -0.1993, -0.4291], [-0.1926, 0.1994, 0.1488], [0.1317, -0.4283, 0.0668], [-0.1772, 0.1972, -0.3772], [0.0604, -0.0204, 0.4018], [0.0711, 0.0030, -0.5325], [0.1777, -0.1409, 0.3204], [-0.1777, -0.0306, 0.0261], [-0.0829, 0.0984, -0.0268], [-0.0401, 0.1623, 0.0731], [-0.0554, 0.0500, 0.0424], [-0.3050, 0.0201, 0.2406], [0.1605, -0.3343, -0.1257], [-0.2812, -0.0367, 0.0804], [-0.0361, -0.2366, 0.0654], [-0.0985, -0.0329, -0.0724], [0.0468, -0.1628, -0.0041], [0.0834, 0.0379, -0.1099], [-0.1021, 0.0701, -0.0776], [-0.0487, 0.0381, -0.0695], [0.1025, 0.1730, 0.1358], [0.3164, -0.2800, 0.4944], [-0.0267, -0.2620, -0.0807], [-0.1156, 0.2353, 0.0591], [-0.2864, 0.1249, -0.1327], [-0.1075, 0.1480, 0.2340], [-0.0106, -0.0370, -0.1381], [-0.0020, 0.1709, 0.0646], [-0.2149, -0.2700, 0.1729], [-0.2196, 0.2180, -0.4102], [0.1848, -0.0502, 0.1098], [0.0740, -0.0565, -0.3206], [0.2958, -0.0657, 0.2599], [0.2417, 0.2710, -0.0562], [0.0799, 0.0188, -0.0116], [0.5074, 0.5024, 0.1072], [0.0137, 0.0633, 0.0131], [0.2361, 0.0309, 0.0826], [-0.0507, -0.1772, -0.1128], [0.0556, -0.0633, 0.0285], [0.0443, 0.1518, -0.1500], [-0.1147, 0.0769, 0.0442], [-0.3340, 0.2661, 0.0775], [0.4292, 0.3918, -0.1724], [0.1535, -0.0769, -0.2648], [-0.0639, -0.2193, 0.4511], [-0.3247, 0.1675, -0.4414], [-0.4539, 0.4913, -0.1956], [0.2804, -0.1071, -0.5160], [0.3155, -0.1752, 0.1611], [-0.3709, 0.4165, -0.2908], [-0.6576, -0.5366, 0.0654], [0.6713, 0.0738, -0.0362], [0.1153, -0.2014, 0.1345], [-0.0811, -0.1455, 0.7148], [0.1059, 0.1261, 0.0087], [0.0454, -0.0455, 0.0357], [-0.3079, 0.3293, -0.3752], [-0.0314, -0.5813, 0.7799], [0.0038, 0.1193, -0.0984], [0.1181, -0.0395, -0.1294], [0.0479, -0.0537, 0.1596], [-0.5015, -0.0066, 0.3012], [0.3028, -0.1096, 0.2378], [0.2184, 0.1430, 0.0074], [-0.1494, -0.0396, -0.1475], [-0.0659, 0.1995, -0.4493], [0.1443, -0.0199, 0.2158], [-0.0105, -0.0502, -0.0786], [0.4087, 0.3821, 0.4261], [-0.0162, -0.2094, -0.2236], [-0.4810, -0.1304, -0.2119]],
  "mulliken_charge": [2.46, -0.85, -0.48, 0.96, -0.90, 0.33, -1.10, -0.39, -0.52, 1.20, 0.02, -1.62, -1.51, 0.47, 0.01, 1.15, 0.15, -1.40, -1.34, -0.39, 1.84, -1.02, -0.27, -0.54, 1.09, -0.47, -0.83, -0.94, 0.03, -0.33, -0.16, 0.77, 0.34, -0.99, 0.28, -0.93, 1.04, -0.48, -0.87, -0.68, -0.56, 0.31, -1.28, -1.90, 0.56, -0.07, -1.33, -1.08, -0.19, -0.92, -0.39, -0.57, 0.99, -0.46, -0.84, -0.78, 0.05, 0.31, 0.34, 0.25, 0.40, 0.56, 0.51, 0.34, 0.47, 0.43, 0.52, 0.45, 0.44, 0.37, 0.25, 0.32, 0.32, 0.39, 0.56, 0.40, 0.43, 0.33, 0.35, 0.25, 0.38, 0.45, 0.51, 0.53, 0.60, 0.46, 0.48, 0.36, 0.34, 0.25, 0.32, 0.40, 0.47, -0.78, -0.60, -0.86, 0.24, 0.43, -0.75, 1.24, -1.08, -1.20, 1.57, -0.79, -0.80, -0.52, -0.32, -0.47, 0.11, 0.39, 0.32, 0.44, 0.48, 0.58, 0.41, 0.38, 0.41, 0.51, 0.64, -0.79, 0.28, 0.34]
}